Entry from the Open Molecules 2025 dataset: 13 unconnected molecules or ions with the total composition C46H74F6O32 at a distorted geometry (wB97M-V/def2-TZVPD).

Last column: Löwdin charge in e.
Element x y z (Å)
C1 1.29858 3.27687 4.00836  0.01
C2 2.53261 2.35113 4.29409  -0.25
O1 1.97946 1.06539 4.29624  0.12
C3 0.64276 1.12026 4.32532  -0.55
O2 -0.02442 0.12043 4.50777  0.13
O3 0.20680 2.36590 4.20204  0.07
F1 3.08680 2.49802 5.55300  0.05
H1 1.20538 3.71963 2.96995  0.14
H2 1.22851 4.04702 4.77390  0.14
H3 3.34993 2.29612 3.58612  0.15
C4 2.38718 2.70569 -5.43114  0.01
C5 2.49264 4.25931 -5.20462  -0.29
O4 3.83640 4.40205 -4.78040  0.12
C6 4.46231 3.21947 -4.55405  -0.55
O5 5.60385 3.09743 -4.11945  0.12
O6 3.65332 2.20561 -4.82590  0.05
F2 1.71346 4.68825 -4.21519  0.10
H4 2.47605 2.44152 -6.47043  0.13
H5 1.49360 2.33185 -4.92684  0.11
H6 2.30563 4.83431 -6.13265  0.18
C7 4.19546 -2.45674 1.13664  -0.05
C8 5.18761 -1.63585 2.00133  -0.35
O7 4.58268 -0.42618 2.28757  0.14
C9 3.47226 -0.29767 1.50396  -0.52
O8 2.86482 0.69432 1.47955  0.20
O9 3.25908 -1.46201 0.82832  0.05
F3 6.26040 -1.37245 1.25906  0.08
H7 3.62444 -3.18273 1.72159  0.13
H8 4.70791 -2.84455 0.22549  0.15
H9 5.55167 -2.15897 2.92826  0.18
C10 -1.78952 4.19746 0.10419  -0.03
C11 -3.07866 3.48886 -0.13522  -0.24
O10 -2.99808 3.06855 -1.48536  0.15
C12 -1.96137 3.62225 -2.06557  -0.58
O11 -1.71192 3.54286 -3.22785  0.15
O12 -1.19702 4.34590 -1.21922  0.10
F4 -4.23891 4.27985 -0.05362  0.04
H10 -1.20823 3.61932 0.83831  0.14
H11 -1.89492 5.17640 0.49411  0.13
H12 -3.34055 2.70008 0.51907  0.12
C13 -2.90341 2.05006 -5.48629  -0.03
C14 -2.02751 0.78135 -5.43255  -0.34
O13 -0.79659 1.15970 -5.96733  0.12
C15 -0.95062 2.38746 -6.55481  -0.52
O14 -0.02103 2.98412 -7.01801  0.15
O15 -2.21855 2.83041 -6.48788  0.10
F5 -2.61539 -0.14852 -6.21082  0.08
H13 -2.95614 2.58730 -4.57025  0.09
H14 -3.93838 1.80685 -5.76941  0.15
H15 -1.87032 0.47988 -4.37551  0.13
C16 2.48128 4.29438 -1.10804  -0.05
C17 2.46806 3.79731 0.28734  -0.29
O16 1.50614 4.59205 0.99573  0.11
C18 1.13277 5.58949 0.21170  -0.57
O17 0.25628 6.37529 0.51134  0.13
O18 1.74942 5.54619 -0.99245  0.08
F6 3.67919 4.05696 0.87289  0.06
H16 1.89027 3.73068 -1.86491  0.14
H17 3.48283 4.49385 -1.43780  0.13
H18 2.21303 2.73237 0.34781  0.14
O19 -0.01841 -4.29316 -4.32966  0.11
C19 0.43279 -3.19435 -4.41104  -0.55
O20 1.63572 -2.86875 -3.87318  -0.04
C20 2.28031 -3.92938 -3.15593  -0.22
C21 1.76069 -4.20466 -1.75163  -0.06
C22 -0.14872 -2.03427 -5.16968  0.03
H19 3.33918 -3.63326 -3.08428  0.11
H20 2.15130 -4.86835 -3.74217  0.13
H21 0.73310 -4.64780 -1.87930  0.10
H22 1.79865 -3.35415 -1.13999  0.03
H23 2.38020 -4.94163 -1.28543  0.07
H24 -1.00439 -2.45909 -5.70957  0.10
H25 0.74111 -1.59665 -5.77631  0.14
H26 -0.48399 -1.29723 -4.45025  0.03
O21 -2.54109 -1.43991 -3.01289  0.09
C23 -2.94888 -1.98370 -2.01934  -0.54
O22 -3.89691 -1.48629 -1.19175  -0.02
C24 -4.32188 -0.11284 -1.52078  -0.16
C25 -5.37877 0.41255 -0.50056  -0.03
C26 -2.45468 -3.29107 -1.52658  0.04
H27 -4.71119 -0.02573 -2.50110  0.11
H28 -3.39985 0.50281 -1.44397  0.10
H29 -4.98623 1.21382 0.11407  0.05
H30 -5.61929 -0.43677 0.14082  0.07
H31 -6.31265 0.70003 -0.91200  0.07
H32 -3.34852 -3.98030 -1.60974  0.12
H33 -2.11565 -3.33474 -0.44971  0.10
H34 -1.70232 -3.61624 -2.20804  0.06
O23 3.92738 2.02625 -1.57624  0.08
C27 5.00738 1.50969 -1.41039  -0.55
O24 5.32242 0.25300 -1.60782  -0.01
C28 4.56895 -0.61806 -2.57359  -0.14
C29 5.33803 -0.62778 -3.85865  -0.04
C30 6.13383 2.23283 -0.63973  0.05
H35 3.63617 -0.13322 -2.71241  0.09
H36 4.48782 -1.62899 -2.06084  0.13
H37 5.47540 0.39058 -4.15280  0.06
H38 4.68347 -0.91356 -4.63486  0.07
H39 6.21293 -1.23196 -3.82228  0.08
H40 7.12405 1.85976 -0.90131  0.09
H41 5.91233 2.04942 0.42114  0.09
H42 6.02051 3.27899 -0.92180  0.08
O25 -3.91626 2.17513 3.00766  0.10
C31 -3.94044 1.59558 4.06199  -0.49
O26 -4.81249 0.56917 4.23245  -0.03
C32 -5.58924 0.13129 3.18163  -0.26
C33 -6.54546 -0.91869 3.70802  -0.03
C34 -3.08126 1.83322 5.27811  0.05
H43 -4.97120 -0.17569 2.33197  0.10
H44 -6.10606 1.03227 2.82488  0.13
H45 -5.95797 -1.77237 4.04034  0.07
H46 -7.33004 -1.12815 3.01961  0.08
H47 -6.96398 -0.47590 4.54319  0.06
H48 -2.44974 0.97456 5.47853  0.07
H49 -3.75536 1.87206 6.13209  0.10
H50 -2.55674 2.74273 5.17583  0.07
O27 -2.50701 -3.49940 2.12536  0.08
C35 -3.54782 -3.51358 2.71974  -0.55
O28 -3.68964 -2.94673 3.92353  0.00
C36 -2.49621 -2.49266 4.61068  -0.20
C37 -2.91690 -2.07989 6.00566  -0.05
C38 -4.79358 -4.00969 2.13335  0.03
H51 -2.00216 -1.65193 4.07125  0.11
H52 -1.64831 -3.22068 4.66080  0.11
H53 -3.30189 -2.93201 6.52587  0.08
H54 -3.62849 -1.26374 5.98782  0.06
H55 -2.10464 -1.71155 6.57808  0.07
H56 -5.48891 -4.33982 2.91526  0.10
H57 -4.51270 -4.82025 1.53204  0.07
H58 -5.31875 -3.18838 1.62307  0.10
O29 0.70446 -3.38060 5.57924  0.12
C39 1.61945 -3.14396 4.85717  -0.53
O30 1.74907 -3.45408 3.56306  -0.03
C40 0.58085 -3.92582 2.81819  -0.22
C41 0.36367 -5.39124 2.93789  -0.07
C42 3.00112 -2.74536 5.42470  0.04
H59 0.67441 -3.56851 1.76470  0.13
H60 -0.32279 -3.39348 3.19956  0.09
H61 0.37953 -5.61698 3.99985  0.08
H62 1.14119 -5.93646 2.36840  0.08
H63 -0.65414 -5.69003 2.51214  0.10
H64 3.54819 -3.65229 5.68909  0.09
H65 2.92925 -2.07938 6.26954  0.08
H66 3.62681 -2.24307 4.70478  0.05
O31 -0.06216 1.28796 0.48964  0.10
C43 -0.68400 0.27699 0.31367  -0.50
O32 -0.45361 -0.68568 -0.62913  -0.02
C44 0.71336 -0.33273 -1.46325  -0.19
C45 0.19680 0.50665 -2.58591  -0.05
C46 -1.89593 -0.17384 1.07741  0.06
H67 1.08452 -1.33614 -1.78140  0.11
H68 1.51601 0.18044 -0.87403  0.11
H69 -0.07297 1.63276 -2.28295  0.13
H70 -0.67875 -0.05799 -2.93776  0.04
H71 0.92370 0.61483 -3.40245  0.08
H72 -1.97279 -1.26349 1.08075  0.08
H73 -2.80760 0.27383 0.69787  0.06
H74 -1.70402 0.19481 2.08451  0.09

Computed properties:
F_max = 3.098 eV/A
Relative energy (zero: lowest compared OMol25 entry of this formula, charge and spin) = 0.000 eV
LUMO = 0.0119 Ha
E_HOMO = -10.450 eV
Total charge = 0
Orbital gap = 0.3960 Eh